Entry 1:
C24H41N8O8PScSe2 as an isolated structure, computed with ωB97M-V/def2-TZVPD.

Structure (XYZ):
```
85
Properties=species:S:1:pos:R:3:forces:R:3
Sc 0.53885 0.21984 0.45070 -0.31 0.25 0.84
C 0.90794 -0.01422 3.74696 -0.03 -0.06 0.00
C 1.46277 1.34523 3.28876 0.05 0.07 -0.04
N 0.67299 1.88564 2.16883 0.07 0.01 -0.18
C -0.64180 2.42211 2.58575 0.04 -0.01 0.08
C -1.73148 2.14541 1.56027 -0.01 -0.03 -0.03
N -1.68097 0.76994 1.02108 -0.09 -0.07 -0.05
C -2.26899 -0.29531 1.84942 0.01 0.03 -0.02
C -1.38433 -0.64769 3.03870 0.04 -0.06 0.02
N 0.06010 -0.63853 2.70943 0.16 -0.07 -0.09
H 0.33992 0.08629 4.67377 0.02 0.01 0.01
H 1.74539 -0.67607 3.96638 0.00 0.00 0.00
H 2.47655 1.21804 2.91422 0.00 0.01 0.02
H 1.49231 2.04607 4.12869 -0.01 -0.01 0.01
H 1.21393 2.63929 1.75602 -0.05 0.04 -0.02
H -0.58330 3.50241 2.73428 -0.01 -0.01 0.03
H -0.88991 1.98970 3.55432 -0.01 -0.01 -0.01
H -1.57948 2.81756 0.71700 -0.01 -0.01 -0.01
H -2.71301 2.35460 1.99987 0.02 0.02 0.03
H -2.19731 0.79078 0.14805 0.05 -0.02 -0.04
H -2.37567 -1.16962 1.20526 -0.01 0.00 0.01
H -3.26630 -0.01949 2.21067 0.01 -0.01 0.02
H -1.68351 -1.63058 3.40875 -0.01 0.02 0.03
H -1.55657 0.05200 3.85459 0.00 0.02 -0.02
H 0.35297 -1.60014 2.56175 0.01 -0.01 -0.01
O 3.87280 -4.15729 -1.81554 0.00 0.02 0.02
C 4.08982 -3.08402 -0.90367 0.00 0.02 -0.06
C 2.85856 -2.93020 -0.00491 0.03 0.03 -0.01
C 2.70916 -4.23471 0.78890 0.03 -0.04 0.07
O 1.77844 -4.07590 1.85936 0.02 0.01 -0.01
C 3.15460 -1.80441 0.99874 -0.06 -0.02 -0.02
Se 3.11268 0.04433 0.29863 0.06 -0.10 -0.09
C 1.66664 -2.66956 -0.93632 0.02 0.00 -0.01
Se -0.08000 -2.27157 -0.10365 -0.19 -0.01 -0.17
H 4.66697 -4.27595 -2.34361 0.00 0.00 -0.01
H 4.25676 -2.14335 -1.44000 0.00 0.00 0.01
H 4.96720 -3.28351 -0.27838 0.00 -0.01 0.01
H 3.69082 -4.50517 1.19707 0.00 -0.01 -0.02
H 2.39580 -5.03421 0.11470 -0.01 0.01 -0.01
H 1.45682 -4.94491 2.11259 0.00 0.00 0.00
H 4.15886 -1.94221 1.40060 -0.02 -0.03 0.04
H 2.46575 -1.88564 1.83542 0.00 0.02 -0.01
H 1.51962 -3.54486 -1.56545 0.00 -0.01 0.02
H 1.91623 -1.82768 -1.58476 -0.01 -0.02 -0.02
C -1.35558 -1.69175 -5.78393 -0.07 0.00 0.07
N -2.26787 -1.56830 -4.54966 0.07 0.02 0.02
C -3.04572 -0.25000 -4.66986 0.00 -0.07 0.01
N -2.16692 0.85180 -4.81848 0.00 0.01 0.01
C -1.31108 0.66006 -5.98979 0.00 0.00 0.00
N -0.51416 -0.56010 -5.90170 0.02 -0.01 0.01
C 0.49007 -0.48692 -4.82810 -0.05 0.02 -0.05
P -0.23124 -0.24805 -3.12868 0.35 -0.02 -0.03
C -1.46958 -1.61757 -3.27175 -0.11 -0.12 -0.04
C -1.38388 1.12463 -3.60254 -0.05 0.03 -0.06
H -2.02644 -1.77554 -6.63990 0.02 0.00 -0.01
H -0.78576 -2.61134 -5.65747 0.02 0.01 -0.02
H -2.93068 -2.34357 -4.55544 -0.01 0.00 -0.01
H -3.65472 -0.16494 -3.77038 0.00 0.03 -0.01
H -3.68436 -0.36020 -5.54720 0.00 0.02 0.00
H -0.64375 1.51417 -6.08533 0.00 0.00 -0.01
H -1.94302 0.60554 -6.87824 0.01 0.01 0.00
H 1.17658 0.33364 -5.04015 0.00 -0.01 0.01
H 1.09501 -1.39615 -4.83173 0.01 0.00 -0.01
H -2.16287 -1.59601 -2.43097 0.00 0.03 0.00
H -0.95302 -2.57752 -3.22758 0.00 0.00 0.01
H -0.79609 2.03043 -3.76419 0.00 0.00 0.02
H -2.06019 1.34701 -2.77396 -0.02 -0.01 -0.01
O 0.23850 3.99195 -0.36513 0.10 -0.02 0.11
C 0.81029 3.00653 -0.78880 -0.16 0.01 -0.03
O 0.30964 1.79797 -0.77987 0.02 0.16 -0.24
C 2.20335 3.09041 -1.35054 0.02 -0.07 0.01
C 3.08344 4.06610 -0.90135 -0.05 -0.01 -0.13
C 4.38461 4.04100 -1.36616 0.16 0.09 0.11
C 4.85376 3.10205 -2.26477 -0.09 -0.01 0.03
C 3.93839 2.16479 -2.69778 0.13 -0.30 0.06
C 2.63545 2.12919 -2.25151 0.03 0.03 0.06
N 4.38460 1.09544 -3.61875 -0.15 0.63 -0.54
O 3.52530 0.36006 -4.07568 0.05 -0.18 0.21
O 5.54982 1.08098 -3.93605 0.03 -0.21 0.20
N 5.33859 5.05689 -0.85685 -0.13 0.10 -0.20
O 4.95045 5.77969 0.03550 0.05 -0.06 0.02
O 6.42624 5.10780 -1.38749 0.00 -0.05 0.09
H 2.76422 4.82631 -0.20317 0.00 -0.01 0.01
H 5.88089 3.09750 -2.59496 0.00 0.01 -0.01
H 1.98060 1.33555 -2.57297 -0.01 -0.02 0.03
```
Forces are in eV/Å.

Properties
**Relative energy (zero: lowest compared OMol25 entry of this formula, charge and spin)**: 27.5 kJ/mol
**HOMO-LUMO gap**: 7.216 eV
**HOMO level**: -0.3656 hartree
**LUMO energy**: -2.731 eV
**Charge**: +1

Entry 2:
C2HN3 as an isolated structure at a distorted geometry, computed with ωB97M-V/def2-TZVPD.

Structure (XYZ):
```
6
Properties=species:S:1:pos:R:3:forces:R:3
C 0.86918 -0.04506 -0.02037 -1.81 -2.64 0.31
C -0.10704 0.91290 -0.00566 1.78 6.29 -0.05
N 0.08350 -1.10672 0.01073 0.28 -0.15 -0.16
N -1.38222 0.72857 0.00290 -0.66 -2.07 -0.07
N -1.41705 -0.56611 -0.01320 0.98 -0.96 0.08
H 1.95363 0.07642 0.02560 -0.57 -0.47 -0.12
```
Forces are in eV/Å.

Properties
**Relative energy (zero: lowest compared OMol25 entry of this formula, charge and spin)**: 81.7 kJ/mol
**HOMO-LUMO gap (spin up / spin down)**: 10.173 / 8.295 eV
**HOMO level (spin up / spin down)**: -0.3560 / -0.4036 hartree
**Spin multiplicity**: 3
**Expectation value of S²**: 2.027
**LUMO energy (spin up / spin down)**: 0.486 / -2.688 eV

Entry 3:
A 9-piece molecular cluster, C5H29NO8S2 overall at a distorted geometry, computed with ωB97M-V/def2-TZVPD.

Structure (XYZ):
```
45
Properties=species:S:1:pos:R:3:forces:R:3
C -1.30800 -2.93932 0.15528 2.98 4.13 2.39
C -1.32387 -3.20872 -1.28269 -1.31 1.30 -0.83
S 0.09402 -2.48525 -2.27542 -1.59 -0.60 0.03
S 0.19123 -0.57250 -1.66612 0.44 0.37 0.57
C -1.27145 0.38364 -2.06739 -0.67 1.64 -1.33
C -1.34586 1.42642 -0.77939 1.71 -0.32 -2.39
C -1.49313 2.87092 -1.41821 1.71 -0.62 4.17
N -2.35631 0.76606 0.04271 3.28 -1.36 1.52
H -1.81610 -3.55577 0.80664 -1.60 -1.93 0.75
H -1.82655 -1.84685 0.38746 1.79 -2.49 -0.64
H -0.20170 -3.02363 0.60874 -2.23 0.72 -0.96
H -2.37764 -2.93225 -1.56159 1.18 0.27 -0.82
H -1.28229 -4.22043 -1.52956 0.44 -1.90 -0.28
H -2.20312 -0.28224 -2.07352 1.37 1.17 0.10
H -1.20866 0.97920 -3.12228 0.06 -1.57 2.40
H -0.29401 1.57728 -0.33580 -1.52 -1.20 -0.02
H -0.56039 3.11817 -1.93608 -0.34 0.01 0.16
H -1.79082 3.64126 -0.66483 0.63 -0.51 -0.41
H -2.25966 2.78335 -2.02993 -3.52 0.12 -3.44
H -3.05843 1.36775 0.28440 -2.23 1.91 0.88
H -1.91690 0.41114 0.95675 -0.95 1.08 -1.74
O 0.19952 -0.45707 5.11546 0.40 3.79 -0.23
H 1.14886 -0.07273 5.01054 -2.47 -0.77 0.17
H -0.37432 0.44238 5.06681 2.08 -3.25 0.41
O 1.32460 1.66658 3.80522 -3.52 -0.71 3.05
H 1.93886 1.64448 3.14951 3.21 0.63 -2.84
H 1.39158 2.42819 4.37370 0.50 0.42 -0.22
O -1.46979 -0.03224 2.82237 -3.20 -1.49 -2.62
H -0.72919 0.16986 3.30227 3.20 0.52 1.73
H -1.30931 -0.90096 2.39706 0.07 0.71 0.61
O 3.49804 1.86453 1.86739 -0.50 -5.17 6.27
H 3.55492 2.46688 1.27073 0.86 6.69 -5.81
H 3.17624 1.14397 1.36469 -0.40 -1.65 -0.59
O 3.65629 3.25253 -2.34909 -0.88 1.37 0.83
H 3.33800 2.39458 -2.52872 0.27 -2.32 -0.82
H 2.80282 3.55566 -1.99104 0.59 0.84 0.01
O 3.05096 -0.50852 -3.03224 -0.41 -0.45 -1.04
H 2.59444 -0.54658 -3.91575 0.77 -0.19 1.42
H 2.91811 -1.38260 -2.61122 -0.02 0.69 -0.52
O -0.21377 -0.66819 -5.14342 0.31 5.19 -4.09
H -0.70551 -1.39374 -5.17911 -2.43 -4.86 0.87
H 0.39848 -0.47403 -4.51699 2.07 -0.27 3.21
O -0.03457 -3.30057 3.73114 -0.02 1.53 0.07
H 0.39892 -2.45818 4.09990 -1.60 -1.59 -0.81
H -0.94455 -3.09247 3.39158 1.50 0.10 0.81
```
Forces are in eV/Å.

Properties
**Relative energy (zero: lowest compared OMol25 entry of this formula, charge and spin)**: 476.9 kJ/mol
**HOMO-LUMO gap**: 8.515 eV
**HOMO level**: -0.3145 hartree
**LUMO energy**: -0.042 eV
**SMILES**: CCSSC[C@@H](C)N.O.O.O.O.O.O.O.O

Entry 4:
C33H33BrCoN14OP as an isolated structure, computed with ωB97M-V/def2-TZVPD.

Structure (XYZ):
```
84
Properties=species:S:1:pos:R:3:forces:R:3
Co -0.84135 0.17690 -0.84610 -0.26 0.32 0.38
C -4.12050 -3.85334 1.34585 0.01 -0.01 0.00
C -4.60322 -2.64690 1.83966 -0.01 0.01 0.00
C -4.07992 -1.44245 1.40119 0.05 0.03 0.06
C -3.04743 -1.42632 0.45827 -0.03 0.15 0.09
C -2.56709 -2.63931 -0.03931 -0.02 -0.05 -0.07
C -3.10312 -3.84185 0.40308 0.04 0.04 0.01
N -2.52726 -0.20962 -0.03547 -0.52 -0.06 0.02
N -3.42958 0.77247 -0.06959 0.14 -0.03 -0.07
C -3.03131 1.79284 -0.85736 0.18 -0.08 -0.12
C -3.85230 2.92123 -1.06379 -0.05 0.03 0.05
C -3.45791 3.87846 -1.96007 -0.01 0.05 0.03
C -2.24670 3.73313 -2.65729 0.01 -0.01 -0.04
C -1.46722 2.63398 -2.38909 0.01 -0.02 0.06
N -1.83269 1.69099 -1.50764 -0.34 0.00 0.07
H -4.54488 -4.79029 1.68296 0.02 0.02 0.00
H -5.40369 -2.64599 2.56919 0.03 0.01 -0.01
H -4.45870 -0.50130 1.77348 -0.03 -0.02 -0.01
H -1.81205 -2.63835 -0.81566 0.00 0.02 0.02
H -2.73048 -4.77260 -0.00645 -0.02 0.01 -0.01
H -4.78300 2.98742 -0.51533 0.04 -0.01 -0.05
H -4.07608 4.75186 -2.12931 0.00 -0.06 -0.01
H -1.92316 4.46560 -3.38386 0.01 -0.01 0.06
H -0.50812 2.47901 -2.86824 -0.01 -0.02 0.00
Br 7.18939 -0.47809 3.13670 0.01 0.03 0.04
C 6.40931 -1.59502 1.84393 0.01 -0.01 -0.04
C 5.99719 -1.05007 0.63275 -0.05 -0.01 0.00
C 5.41666 -1.86931 -0.31572 -0.07 -0.13 -0.13
C 5.26730 -3.23637 -0.05948 -0.15 0.15 0.07
C 5.73256 -3.77658 1.13572 -0.05 -0.14 0.04
C 6.28213 -2.95332 2.10063 -0.03 -0.01 0.05
N 4.76362 -4.15906 -1.01178 0.25 0.00 -0.10
N 4.00172 -3.81520 -1.91714 -0.28 -0.09 0.10
C 3.05031 -2.85568 -1.95792 0.16 0.22 0.07
C 2.91050 -2.11871 -3.16522 0.09 -0.02 0.06
C 2.13923 -0.99745 -3.23786 0.12 -0.03 -0.03
C 1.33191 -0.62688 -2.12236 0.04 -0.13 0.15
O 0.68190 0.43634 -2.02802 0.10 0.09 -0.37
C 1.24633 -1.56436 -0.99914 -0.04 0.06 -0.09
N 0.27300 -1.27947 -0.10875 0.28 -0.04 -0.24
C 0.21887 -1.98081 1.00814 -0.16 -0.02 0.06
C 1.09236 -3.04219 1.25707 0.02 -0.01 0.03
C 2.02814 -3.39070 0.31427 0.08 -0.05 0.05
C 2.13662 -2.61951 -0.85251 0.15 -0.08 -0.15
H 6.14053 0.00375 0.43457 0.00 -0.04 0.01
H 5.12686 -1.45917 -1.27404 -0.01 0.03 0.00
H 5.64351 -4.84364 1.30207 0.04 0.04 -0.03
H 6.62194 -3.36018 3.04332 0.00 0.00 -0.04
H 3.52551 -2.41943 -4.00461 0.00 -0.01 0.03
H 2.12922 -0.37825 -4.12419 -0.06 0.01 0.04
H -0.56868 -1.72596 1.70690 0.03 0.01 -0.03
H 1.00271 -3.59610 2.18069 -0.03 -0.01 -0.02
H 2.66058 -4.25440 0.47089 0.04 0.03 0.00
N -2.33302 0.35149 -6.01397 0.25 -0.37 -0.12
N -2.40635 -0.15982 -4.73582 -0.05 0.10 -0.04
N -3.53693 -0.57943 -4.21695 0.13 0.02 0.01
C -3.11773 -1.04252 -3.04714 0.03 -0.09 0.15
N -1.79553 -0.88793 -2.88592 0.03 0.00 -0.16
N -1.35142 -0.32690 -3.99974 -0.15 -0.09 0.04
H -3.27350 0.47393 -6.35780 -0.11 0.12 0.04
H -1.78697 1.20021 -6.01693 -0.08 0.16 0.08
H -3.77397 -1.48866 -2.31705 0.06 0.06 -0.01
C 0.16725 2.61416 4.12854 -0.05 0.02 -0.20
N 1.23642 2.89339 3.16910 0.13 0.01 0.03
C 1.03162 4.23437 2.61798 -0.15 -0.20 -0.06
N -0.28329 4.41199 2.00510 -0.03 0.10 -0.01
C -1.31218 4.09362 2.99706 0.10 -0.11 -0.12
N -1.17403 2.75318 3.56388 -0.09 -0.05 0.09
C -1.46012 1.71635 2.57358 0.19 0.12 -0.08
P -0.28900 1.77184 1.12259 0.19 0.13 0.19
C 1.28995 1.88311 2.11444 -0.22 0.02 0.00
C -0.43656 3.60340 0.79685 0.04 -0.12 0.13
H 0.26173 3.31964 4.95498 0.01 0.01 0.02
H 0.28934 1.60177 4.51723 0.00 -0.01 0.02
H 1.80425 4.44033 1.87541 0.02 0.01 0.00
H 1.12751 4.95163 3.43351 0.01 0.03 0.01
H -2.29604 4.18832 2.53377 0.00 0.00 0.01
H -1.23838 4.81750 3.80939 0.02 0.01 0.02
H -2.47785 1.83683 2.19847 -0.05 -0.05 0.01
H -1.39505 0.73412 3.04854 -0.04 -0.03 0.01
H 2.10630 2.11840 1.42761 0.06 -0.02 0.02
H 1.50168 0.90873 2.56401 0.04 -0.01 -0.02
H -1.41080 3.81141 0.35060 -0.02 0.00 -0.05
H 0.32921 3.88578 0.07068 -0.01 0.04 -0.04
```
Forces are in eV/Å.

Properties
**Relative energy (zero: lowest compared OMol25 entry of this formula, charge and spin)**: 16.2 kJ/mol
**HOMO-LUMO gap (spin up / spin down)**: 4.950 / 5.263 eV
**HOMO level (spin up / spin down)**: -0.3265 / -0.3802 hartree
**Spin multiplicity**: 4
**Expectation value of S²**: 3.848
**LUMO energy (spin up / spin down)**: -3.934 / -5.082 eV
**Charge**: +1